Run P
# C5H4

A molecular structure, C5H4 (wB97M-V/def2-TZVPD, the OMol25 dataset).

Last column: Mulliken charge in e.
Element x y z (Å)
C1 -1.4895 0.1168 -0.6951  -0.443
C2 -1.1703 -0.1850 0.6124  0.169
C3 0.8726 0.0398 -0.0297  -0.468
C4 -0.3180 0.9583 0.2152  -0.399
C5 -0.1904 -1.0614 0.1304  -0.382
H1 1.2241 -0.0929 -1.0928  0.243
H2 1.6976 0.3245 0.5893  0.342
H3 -0.3370 1.9031 0.5696  0.507
H4 -0.2891 -2.0032 -0.2992  0.430

## Properties
HOMO in hartree: -0.3281



Run Q
# C5H4

A single C5H4 molecule (wB97M-V/def2-TZVPD, the OMol25 dataset).

Last column: Mulliken charge in e.
Element x y z (Å)
C1 1.6892 0.4906 -0.4237  -0.708
C2 0.8113 0.9806 0.4204  0.377
C3 -0.3032 1.1042 1.0663  -0.589
C4 -1.2086 0.2211 0.7718  0.589
C5 -1.6504 -0.8226 0.1323  -0.743
H1 2.3454 -0.3225 -0.1230  0.263
H2 1.7129 0.8469 -1.4493  0.261
H3 -0.8391 -1.0994 -0.5623  0.256
H4 -2.5573 -1.3989 0.1676  0.295

## Properties
SMILES: C=C=C=C=C
HOMO in hartree: -0.3259



Run R
# C5H4

2 unconnected molecules or ions with the total composition C5H4 (wB97M-V/def2-TZVPD, the OMol25 dataset).

Last column: Mulliken charge in e.
Element x y z (Å)
C1 -1.8142 0.2073 2.6259  -0.119
C2 -0.6666 0.0034 2.3118  0.212
C3 0.8806 0.3802 -1.1192  -0.496
C4 0.5535 -0.5495 2.2293  -0.466
C5 0.9359 -0.4117 -0.0075  -0.219
H1 -2.7077 0.1647 3.1525  0.374
H2 0.8886 1.4882 -1.2467  0.255
H3 0.9363 -1.5100 -0.1848  0.203
H4 1.1557 -0.1949 -1.9342  0.256

## Properties
HOMO in hartree: -0.3128



Run S
# C5H4

A single C5H4 molecule (wB97M-V/def2-TZVPD, the OMol25 dataset).

Last column: Mulliken charge in e.
Element x y z (Å)
C1 -1.2710 -0.3274 0.2783  -0.978
C2 -0.7451 1.3283 -1.1285  -0.381
C3 -0.1013 0.4887 -0.3679  0.312
C4 1.2607 0.2120 -0.0556  -0.460
C5 2.3924 -0.0697 0.2515  0.172
H1 -0.7591 -1.0146 0.9488  0.286
H2 -1.8434 -0.9048 -0.4505  0.320
H3 -1.9522 0.2909 0.8662  0.327
H4 3.4002 -0.3141 0.5151  0.403

## Properties
HOMO in hartree: -0.3515



Calculated relative energies: run P 2.305; run Q 0.000; run R 3.834; run S 0.260, given in eV



Run P
# C5H4

A single C5H4 molecule (wB97M-V/def2-TZVPD, the OMol25 dataset).

Last column: Mulliken charge in e.
Element x y z (Å)
C1 0.6950 -0.5304 -1.2218  -0.985
C2 -0.1067 0.2761 -0.2402  -0.141
C3 -0.4087 0.1903 1.0237  0.626
C4 -0.8479 0.3278 2.2386  0.042
C5 -1.4261 0.7256 3.3125  -0.733
H1 1.4429 0.1152 -1.6957  0.292
H2 0.0373 -0.8954 -2.0192  0.286
H3 1.2077 -1.3857 -0.7786  0.320
H4 -0.5934 1.1764 -0.6192  0.292

## Properties
HOMO in hartree: -0.3395



Run Q
# C5H4

A single C5H4 molecule (wB97M-V/def2-TZVPD, the OMol25 dataset).

Last column: Mulliken charge in e.
Element x y z (Å)
C1 0.7946 1.8922 -0.8216  -0.168
C2 0.9611 0.6039 -0.6997  -0.440
C3 0.7642 -0.7776 -0.0075  -0.328
C4 -0.7119 -0.8499 0.5440  -0.438
C5 -1.9022 -0.8367 0.8963  0.065
H1 0.9171 2.8592 -1.0327  0.438
H2 1.5019 -0.5027 0.8513  0.189
H3 1.0518 -1.7204 -0.5933  0.303
H4 -2.9056 -0.8273 1.3053  0.379

## Properties
SMILES: C#CCC#C
HOMO in hartree: -0.3606



Run R
# C5H4

A single C5H4 molecule (wB97M-V/def2-TZVPD, the OMol25 dataset).

Last column: Mulliken charge in e.
Element x y z (Å)
C1 2.7481 -0.1983 0.0365  -0.421
C2 3.9195 -0.4681 -0.0312  0.195
C3 0.0351 -0.1646 -0.1185  0.110
C4 1.2211 0.5410 -0.0266  -0.414
C5 -1.0225 -0.8560 0.0631  -0.549
H1 1.1875 1.0095 0.9507  0.263
H2 1.5601 1.2442 -0.6619  0.341
H3 -2.0539 -0.4014 0.2540  0.201
H4 -1.0895 -1.8964 -0.0003  0.276

## Properties
HOMO (spin up / spin down) in hartree: -0.3779 / -0.3002



Calculated relative energies: run P 0.235; run Q 0.000; run R 3.911, given in eV